DFT (the ωB97M-V functional and the def2-TZVPD basis) results for a molecular structure, C22H42Br6F6NO34S10 in a non-equilibrium geometry.

Summary:
Total energy ... -23501.20137 hartree
Maximum force ... 5.390 eV/A
HOMO-LUMO gap (alpha / beta) ... 0.0971 / 0.2572 Ha
Spin multiplicity ... 2
Total charge ... -2

Last column: Mulliken charge in e.
CARTESIAN COORDINATES (ANGSTROEM)
C: 0.41 -1.86 0.64  -0.120
F: 0.87 -2.67 -0.35  -0.068
F: -0.97 -2.02 0.60  -0.041
F: 0.96 -2.34 1.80  0.075
S: 0.84 0.04 0.37  0.523
O: 0.52 0.70 1.68  -0.485
O: 2.31 0.13 0.02  -0.230
N: -0.19 0.48 -0.96  0.242
S: 0.42 1.81 -1.36  1.022
O: 0.61 2.78 -0.28  -0.594
O: 1.50 1.73 -2.30  -0.597
C: -1.05 2.57 -2.48  0.173
F: -1.30 1.82 -3.58  -0.232
F: -2.21 2.83 -1.78  -0.165
F: -0.71 3.75 -2.96  -0.151
O: -1.05 -5.55 2.55  -0.515
S: -0.88 -5.93 1.15  1.056
O: -1.54 -5.29 0.02  -0.512
O: 0.74 -6.09 0.71  -0.315
C: 1.74 -6.09 1.78  0.722
C: 2.86 -7.01 1.41  -1.535
C: -1.27 -7.81 0.94  -0.988
H: 1.40 -6.38 2.77  0.310
H: 1.99 -5.02 1.83  -0.290
H: 3.68 -6.95 2.12  0.331
H: 3.13 -6.99 0.35  0.317
H: 2.52 -8.03 1.60  0.464
H: -1.49 -7.97 -0.11  0.344
H: -2.18 -7.95 1.52  0.347
H: -0.40 -8.40 1.24  0.269
O: -7.15 5.23 -7.10  -0.590
S: -7.66 5.40 -5.77  1.125
O: -9.09 5.36 -5.48  -0.612
O: -6.92 4.42 -4.67  -0.306
C: -5.49 4.26 -4.89  -0.452
C: -4.75 4.05 -3.49  -0.860
C: -7.11 7.05 -5.22  -0.873
H: -4.98 4.92 -5.59  0.488
H: -5.46 3.34 -5.48  0.316
H: -3.72 3.70 -3.53  0.120
H: -5.42 3.32 -3.02  0.316
H: -4.79 4.94 -2.86  0.310
H: -7.56 7.30 -4.26  0.312
H: -7.42 7.84 -5.91  0.344
H: -6.03 7.08 -5.17  0.308
C: 4.07 -2.90 -0.18  0.996
Br: 3.40 -3.55 -1.95  -0.394
Br: 5.47 -1.49 -0.56  -0.326
Br: 4.75 -4.25 1.10  -0.410
H: 3.29 -2.29 0.28  -1.019
C: 1.94 5.82 -2.53  -0.388
Br: 3.36 4.98 -1.42  0.125
Br: 2.54 7.56 -3.25  -0.095
Br: 0.34 6.17 -1.34  -0.121
H: 1.61 5.16 -3.33  0.425
C: -3.05 -0.04 1.80  0.068
C: -3.02 1.09 0.83  0.619
O: -4.38 1.43 0.79  -0.299
S: -5.21 1.18 2.18  0.982
O: -6.46 0.38 1.94  -0.578
O: -5.33 2.42 2.89  -0.554
O: -3.91 0.34 2.79  -0.261
H: -2.06 -0.25 2.20  -0.104
H: -3.33 -0.97 1.31  0.223
H: -2.69 0.72 -0.14  -0.370
H: -2.38 1.92 1.13  0.250
C: -2.27 -0.99 -3.08  0.244
C: -2.92 -2.38 -2.82  -0.018
O: -2.91 -2.97 -4.20  -0.385
S: -3.29 -1.80 -5.34  1.001
O: -4.70 -1.41 -5.33  -0.534
O: -2.61 -2.19 -6.58  -0.538
O: -2.33 -0.68 -4.47  -0.337
H: -1.21 -0.95 -2.85  0.203
H: -2.82 -0.15 -2.64  -0.135
H: -3.97 -2.34 -2.55  0.311
H: -2.41 -3.05 -2.13  0.147
C: -2.26 -3.38 4.89  -0.152
C: -0.77 -3.61 4.88  0.252
O: -0.14 -2.62 5.74  -0.308
S: -1.21 -1.31 5.88  0.979
O: -1.23 -0.50 4.62  -0.319
O: -0.96 -0.67 7.20  -0.595
O: -2.42 -2.46 5.95  -0.429
H: -2.82 -4.29 5.13  0.326
H: -2.73 -3.00 3.98  0.102
H: -0.44 -3.52 3.85  -0.211
H: -0.57 -4.57 5.36  0.397
C: 3.32 2.55 2.94  0.015
C: 3.79 3.26 1.68  -0.168
O: 4.83 4.15 2.02  -0.238
S: 4.99 4.24 3.63  1.059
O: 5.13 5.60 4.22  -0.591
O: 6.01 3.32 4.06  -0.550
O: 3.48 3.53 3.90  -0.483
H: 3.99 1.68 3.01  0.304
H: 2.25 2.33 2.91  0.126
H: 2.98 3.87 1.27  0.220
H: 4.05 2.49 0.95  0.111
C: 4.16 2.50 -3.70  0.132
C: 5.12 1.81 -2.77  0.436
O: 6.37 2.21 -3.19  -0.404
S: 6.31 3.78 -3.85  1.027
O: 7.49 3.90 -4.79  -0.588
O: 6.12 4.82 -2.83  -0.471
O: 4.90 3.44 -4.49  -0.352
H: 3.27 2.95 -3.26  -0.184
H: 3.75 1.69 -4.32  0.371
H: 5.23 0.73 -2.84  0.213
H: 4.88 2.01 -1.72  -0.230
C: 3.40 -2.65 5.76  -0.066
C: 3.42 -3.64 4.64  -0.404
O: 3.00 -2.95 3.49  0.182
S: 3.59 -1.39 3.56  0.943
O: 2.46 -0.49 3.29  -0.258
O: 4.82 -1.30 2.77  -0.568
O: 3.89 -1.43 5.19  -0.415
H: 3.95 -2.97 6.64  0.346
H: 2.38 -2.53 6.12  -0.005
H: 2.64 -4.40 4.68  0.264
H: 4.36 -4.16 4.48  0.151